Record 1
Here is 3 unconnected molecules or ions with the total composition C4H6IN from OMol25. Energies are from the ωB97M-V functional and the def2-TZVPD basis.

Each line ends with the Mulliken charge.
Atoms and positions in Å:
C (-2.749, 2.533, -0.084)  -0.262
C (-1.789, 2.889, 0.544)  -0.466
C (1.118, -0.174, -0.482)  -0.306
C (0.317, -0.663, 0.595)  -0.142
N (1.041, -1.574, 0.076)  -0.317
I (1.936, -4.832, -0.386)  -0.118
H (-3.335, 1.937, -0.729)  0.368
H (2.307, -3.344, -0.617)  0.127
H (-1.241, 3.455, 1.232)  0.366
H (0.598, -0.013, -1.413)  0.229
H (2.108, 0.263, -0.144)  0.204
H (-0.311, -0.477, 1.408)  0.316

Values from the calculation:
Molar mass, g mol⁻¹: 195.0
Highest occupied orbital energy, eV: -9.398
LUMO energy, hartree: 0.0318
HOMO-LUMO gap, eV: 10.3
SMILES: C1=NC1.C#C.I

=====

Record 2
Here is a molecular structure, C37H28N6OS6Tl from OMol25. Energies are from the ωB97M-V functional and the def2-TZVPD basis.

Each line ends with the Mulliken charge.
Atoms and positions in Å:
Tl (-1.599, 0.120, -0.008)  0.881
C (-4.448, -0.453, -3.956)  -0.412
C (-3.875, 0.229, -2.892)  -0.129
N (-2.572, 0.169, -2.651)  -0.285
C (-1.826, -0.581, -3.462)  0.331
C (-2.422, -1.294, -4.501)  -0.269
N (-3.722, -1.227, -4.752)  -0.602
C (-0.353, -0.593, -3.220)  0.427
C (0.526, -1.102, -4.168)  -0.745
C (1.889, -1.078, -3.914)  0.460
C (2.317, -0.511, -2.720)  -0.514
C (1.380, -0.013, -1.825)  0.460
N (0.071, -0.069, -2.070)  -0.257
C (1.808, 0.661, -0.560)  -0.170
C (3.129, 0.623, -0.114)  -0.144
N (3.536, 1.264, 0.975)  -0.577
C (2.616, 1.950, 1.636)  -0.650
C (1.287, 1.958, 1.235)  0.047
N (0.885, 1.316, 0.146)  -0.087
C (2.863, -1.617, -4.891)  0.387
C (2.709, -1.400, -6.254)  -0.491
C (3.654, -1.924, -7.124)  -0.410
N (4.703, -2.638, -6.728)  -0.591
C (4.841, -2.844, -5.423)  -0.386
C (3.961, -2.357, -4.470)  -0.575
H (-5.507, -0.379, -4.161)  0.415
H (-4.477, 0.831, -2.221)  0.313
H (-1.847, -1.944, -5.146)  0.410
H (0.164, -1.513, -5.098)  0.458
H (3.374, -0.428, -2.528)  0.760
H (3.885, 0.053, -0.634)  0.377
H (2.934, 2.495, 2.516)  0.421
H (0.533, 2.479, 1.811)  0.305
H (1.888, -0.810, -6.639)  0.475
H (3.561, -1.759, -8.190)  0.373
H (5.699, -3.433, -5.121)  0.371
H (4.118, -2.577, -3.423)  0.532
C (0.489, -2.170, 3.234)  -0.807
S (1.266, -1.470, 1.785)  0.831
O (0.315, -1.737, 0.643)  -0.632
C (2.607, -2.617, 1.605)  0.238
C (2.381, -3.862, 1.033)  -0.380
C (3.449, -4.734, 0.893)  -0.732
C (4.717, -4.356, 1.319)  -0.434
C (4.931, -3.105, 1.877)  -0.725
C (3.870, -2.218, 2.014)  -0.357
H (0.221, -3.206, 3.035)  0.409
H (-0.396, -1.570, 3.442)  0.112
H (1.185, -2.101, 4.069)  0.426
H (1.391, -4.127, 0.688)  0.411
H (3.294, -5.708, 0.449)  0.421
H (5.546, -5.042, 1.207)  0.433
H (5.921, -2.813, 2.195)  0.417
H (4.025, -1.228, 2.423)  0.390
C (-3.991, 5.846, 3.595)  -0.782
S (-3.121, 6.179, 2.043)  -0.026
C (-4.134, 5.293, 0.922)  0.126
C (-3.723, 4.274, 0.156)  -0.011
S (-2.125, 3.521, 0.180)  -0.027
S (-4.878, 3.579, -0.946)  0.000
C (-6.229, 4.586, -0.511)  0.030
S (-7.695, 4.472, -1.200)  -0.184
S (-5.796, 5.776, 0.684)  -0.077
H (-3.434, 6.380, 4.363)  0.338
H (-3.989, 4.782, 3.817)  0.201
H (-5.008, 6.230, 3.575)  0.333
C (-2.131, 2.805, 1.708)  -0.599
C (-2.149, 2.161, 2.729)  0.114
C (-2.104, 1.350, 3.912)  0.711
C (-3.028, 0.317, 4.082)  -0.326
C (-2.975, -0.481, 5.212)  -0.634
C (-1.996, -0.262, 6.173)  -0.443
C (-1.072, 0.762, 6.007)  -0.636
C (-1.128, 1.571, 4.884)  -0.299
H (-3.789, 0.157, 3.329)  0.484
H (-3.701, -1.270, 5.348)  0.419
H (-1.960, -0.883, 7.057)  0.428
H (-0.317, 0.938, 6.760)  0.428
H (-0.423, 2.381, 4.754)  0.503

Values from the calculation:
Molar mass, g mol⁻¹: 969.5
Highest occupied orbital energy, eV: -10.263
LUMO energy, hartree: -0.1168
Net charge: +1
HOMO-LUMO gap, eV: 7.1

=====

Record 3
Here is 6 unconnected molecules or ions with the total composition C39H45BF4I2N from OMol25. Energies are from the ωB97M-V functional and the def2-TZVPD basis.

Each line ends with the Mulliken charge.
Atoms and positions in Å:
C (-2.875, 3.160, 2.146)  -1.351
C (-3.913, 3.257, 1.033)  0.236
C (-3.433, 3.908, -0.260)  -1.221
C (-2.358, 3.142, -1.023)  -0.272
N (-1.036, 3.172, -0.402)  0.265
B (0.143, 3.104, -1.409)  -0.099
C (0.134, 1.747, -2.299)  -0.437
I (-0.670, 0.056, -1.299)  -0.180
C (0.579, 1.513, -3.530)  0.665
C (0.603, 0.250, -4.342)  -1.279
I (1.368, 3.117, -4.653)  -0.100
C (1.574, 3.203, -0.560)  0.693
F (2.629, 2.484, -1.104)  -0.382
F (2.042, 4.525, -0.549)  -0.307
C (1.526, 2.833, 0.919)  0.282
F (2.736, 3.038, 1.530)  -0.328
F (1.237, 1.514, 1.073)  -0.199
H (-3.326, 2.781, 3.065)  0.468
H (-2.055, 2.501, 1.859)  0.181
H (-2.439, 4.142, 2.352)  0.293
H (-4.282, 2.253, 0.797)  -0.132
H (-4.779, 3.819, 1.404)  0.368
H (-4.303, 4.006, -0.919)  0.458
H (-3.080, 4.928, -0.063)  0.521
H (-2.702, 2.104, -1.104)  -0.299
H (-2.313, 3.536, -2.052)  0.201
H (-0.976, 4.070, 0.069)  0.139
H (0.118, 4.074, -2.152)  -0.275
H (-0.292, 0.188, -4.967)  0.259
H (0.643, -0.623, -3.692)  0.312
H (1.465, 0.228, -5.006)  0.444
H (0.791, 3.427, 1.460)  0.148
C (3.764, 7.266, -0.766)  -0.225
C (2.688, 8.144, -0.779)  -0.402
C (2.896, 9.498, -1.003)  -0.393
C (4.181, 9.978, -1.216)  -0.406
C (5.257, 9.102, -1.207)  -0.276
C (5.047, 7.748, -0.983)  -0.605
H (3.593, 6.211, -0.601)  0.509
H (1.688, 7.763, -0.621)  0.390
H (2.055, 10.180, -1.014)  0.348
H (4.343, 11.034, -1.393)  0.341
H (6.260, 9.474, -1.378)  0.347
H (5.886, 7.063, -0.978)  0.361
C (-4.730, 0.387, -1.383)  -0.520
C (-5.268, 1.654, -1.560)  -0.640
C (-6.546, 1.937, -1.099)  -0.415
C (-7.290, 0.952, -0.462)  -0.432
C (-6.754, -0.316, -0.287)  -0.419
C (-5.475, -0.597, -0.748)  -0.438
H (-3.726, 0.175, -1.726)  0.497
H (-4.680, 2.423, -2.045)  0.790
H (-6.961, 2.928, -1.231)  0.382
H (-8.285, 1.175, -0.098)  0.370
H (-7.331, -1.083, 0.214)  0.370
H (-5.053, -1.585, -0.609)  0.417
C (-1.996, -3.398, 3.923)  -0.379
C (-3.139, -3.532, 3.147)  -0.472
C (-3.266, -2.804, 1.971)  -0.357
C (-2.252, -1.943, 1.575)  0.141
C (-1.112, -1.802, 2.355)  -0.334
C (-0.984, -2.532, 3.527)  -0.504
H (-1.893, -3.969, 4.837)  0.374
H (-3.929, -4.204, 3.457)  0.346
H (-4.157, -2.908, 1.363)  0.282
H (-2.330, -1.383, 0.653)  0.003
H (-0.328, -1.125, 2.039)  0.486
H (-0.093, -2.428, 4.133)  0.396
C (2.001, -5.679, -0.255)  -0.031
C (1.437, -4.429, -0.471)  -0.716
C (0.142, -4.170, -0.046)  -0.256
C (-0.587, -5.156, 0.604)  -0.285
C (-0.023, -6.406, 0.821)  -0.589
C (1.271, -6.668, 0.391)  -0.111
H (3.014, -5.881, -0.581)  0.234
H (2.004, -3.654, -0.969)  0.407
H (-0.297, -3.196, -0.213)  0.384
H (-1.590, -4.941, 0.952)  0.348
H (-0.589, -7.174, 1.332)  0.362
H (1.714, -7.641, 0.564)  0.235
C (5.838, -9.018, 2.155)  -0.397
C (4.731, -9.212, 1.341)  -0.360
C (4.617, -8.514, 0.147)  -0.319
C (5.609, -7.623, -0.233)  -0.428
C (6.716, -7.428, 0.581)  -0.423
C (6.830, -8.126, 1.775)  -0.357
H (5.925, -9.559, 3.089)  0.349
H (3.954, -9.905, 1.640)  0.359
H (3.750, -8.660, -0.485)  0.493
H (5.518, -7.075, -1.162)  0.387
H (7.487, -6.728, 0.287)  0.356
H (7.691, -7.970, 2.413)  0.355

Values from the calculation:
Molar mass, g mol⁻¹: 868.4
Highest occupied orbital energy, eV: -4.951
LUMO energy, hartree: 0.0827
Net charge: -1
HOMO-LUMO gap, eV: 7.2

=====

Record 4
Here is C3H7NO3 in the gas phase from OMol25. Energies are from the ωB97M-V functional and the def2-TZVPD basis.

Each line ends with the Mulliken charge.
Atoms and positions in Å:
C (1.694, 0.554, 0.290)  -0.299
C (-0.155, -0.449, -1.048)  -0.360
C (-1.104, -0.454, 0.139)  0.496
O (1.201, -0.513, -0.722)  -0.409
O (-2.075, -1.376, 0.171)  -0.495
O (1.265, 1.871, 0.156)  -0.513
N (-1.020, 0.379, 1.109)  -0.592
H (-2.032, -1.978, -0.591)  0.317
H (0.539, 1.987, 0.796)  0.356
H (-1.821, 0.219, 1.731)  0.247
H (1.530, 0.109, 1.271)  0.365
H (2.753, 0.536, 0.030)  0.253
H (-0.390, -1.324, -1.673)  0.396
H (-0.385, 0.439, -1.657)  0.238

Values from the calculation:
Molar mass, g mol⁻¹: 105.1
Highest occupied orbital energy, eV: -10.072
LUMO energy, hartree: 0.0194
HOMO-LUMO gap, eV: 10.6
SMILES: [H]/N=C(\O)COCO